1.
This record from OMol25 describes a structure of composition C11H12F5N2O3STe2Ti in a non-equilibrium geometry. The level of theory is ωB97M-V with the def2-TZVPD basis set.

E_HOMO (alpha / beta) = -8.0 / -7.8 eV
2S+1 = 2

Element x y z (Å)
1 O 2.2198 0.0122 2.5048
2 H -2.7461 -4.3423 -5.3423
3 H -1.8771 -3.7890 -1.1600
4 C -0.1477 1.3646 2.8610
5 Te -0.8909 -0.6247 -1.6517
6 C -2.4234 -4.4387 -3.1733
7 O -0.6299 2.9868 -1.2972
8 O 0.1253 1.3074 -0.0209
9 H -2.6895 2.9546 1.2919
10 H 2.3785 0.1952 -2.0134
11 F 4.6010 1.6755 2.2799
12 C -1.6055 -2.3061 -2.7007
13 F 1.4657 -0.9850 0.2013
14 H 3.1425 1.4829 -1.2342
15 C -0.4947 0.0412 2.5527
16 C -2.0788 2.1402 1.6501
17 H -0.6780 3.4307 2.6338
18 C -0.9445 2.4088 2.3993
19 F 3.8778 0.0923 0.4486
20 Ti 1.5502 0.6374 0.7667
21 N 1.2465 1.8634 -1.8826
22 S -1.8517 -2.2801 -4.4242
23 C 0.1764 2.1352 -1.0384
24 C -2.4264 0.8308 1.3583
25 H -3.3153 0.6245 0.7819
26 F 3.9564 0.5143 4.4219
27 H 0.0646 -0.7876 2.9828
28 H -1.9165 -1.2417 1.5871
29 H 0.6859 1.5733 3.5295
30 C -1.9612 -3.5384 -2.2026
31 C -2.4332 -3.8905 -4.4228
32 Te 3.9812 -0.1462 2.5353
33 N 2.2480 1.0073 -1.3957
34 H -2.7354 -5.4483 -2.9633
35 H 1.4789 2.5634 -2.5830
36 C -1.6350 -0.2177 1.8001
37 F 2.2809 2.1943 0.9200

2.
This record from OMol25 describes an isolated molecule of C11H12FNO in a non-equilibrium geometry. The level of theory is ωB97M-V with the def2-TZVPD basis set.

E_HOMO = -8.0 eV
relative energy (zero: lowest compared OMol25 entry of this formula, charge and spin) = 4.268 eV

Element x y z (Å)
1 C -1.4855 -0.7410 0.3003
2 H 2.0045 -0.4019 -2.6466
3 H 1.4290 0.9571 -1.7145
4 C -2.5727 -1.3611 -0.2568
5 O -2.4265 2.7052 0.5502
6 H -4.3434 1.4081 -0.6606
7 H -4.2992 -0.9938 -1.2972
8 H 3.1108 0.2625 2.5573
9 C 2.0283 -0.2475 0.7730
10 C 1.4281 -0.0887 -1.7741
11 H 0.3676 -0.4269 -1.6481
12 C -3.4749 0.7701 -0.3347
13 C 3.2370 -0.3690 1.5680
14 H 4.1022 0.0011 1.0668
15 C -2.4433 1.4620 0.2804
16 H -2.1984 -2.4520 -0.3860
17 H 3.4472 -1.3143 2.0521
18 H 3.3463 -0.0257 -0.7383
19 H 2.4044 -1.7078 -0.6627
20 C -1.2782 0.5590 0.5803
21 F -0.2480 -1.3921 0.6555
22 C 1.0092 0.4446 1.0668
23 H -1.7145 3.0268 1.1161
24 N -0.1351 1.0938 0.8344
25 C -3.6402 -0.5867 -0.5824
26 C 2.3455 -0.5818 -0.6992

3.
This record from OMol25 describes the ion C11H12N with charge +1 in a non-equilibrium geometry. The level of theory is ωB97M-V with the def2-TZVPD basis set.

charge = +1
E_HOMO (alpha / beta) = -10.0 / -13.6 eV
2S+1 = 3
relative energy (zero: lowest compared OMol25 entry of this formula, charge and spin) = 0.000 eV

Element x y z (Å)
1 C -0.8383 -0.7865 0.1687
2 C -3.2548 -0.7362 -0.0513
3 H -4.1638 -1.1891 -0.0465
4 C -2.1711 -1.4119 0.3717
5 C 1.7055 -0.7419 -0.4921
6 H 0.3267 -2.5733 0.5539
7 H -2.3582 -2.4973 0.7290
8 C 0.3479 1.2544 -0.5276
9 C 2.8547 -1.1419 -0.9180
10 H 0.5234 2.2453 -0.9835
11 H 2.9886 -2.2046 -1.2085
12 C -0.8034 0.6133 -0.3024
13 C 0.2325 -1.5656 0.1629
14 H 2.9583 0.4473 1.5971
15 H -3.9943 1.3180 -0.5026
16 H 1.0948 0.4162 1.9650
17 H 2.1629 1.8215 1.5957
18 C 1.9518 0.8740 1.2804
19 H -1.8505 2.3370 -0.6379
20 H 3.6331 -0.5228 -1.1665
21 N 1.6424 0.7165 -0.1963
22 C -3.2053 0.6601 -0.3254
23 H 2.2701 1.3206 -0.6183
24 C -2.0530 1.3470 -0.4477

4.
This record from OMol25 describes an isolated molecule of C11H12N2O in a non-equilibrium geometry. The level of theory is ωB97M-V with the def2-TZVPD basis set.

E_HOMO = -8.7 eV
SMILES = CC1=CO[C@@](C)(C=C(C#N)C#N)CC1
relative energy (zero: lowest compared OMol25 entry of this formula, charge and spin) = 2.847 eV

Element x y z (Å)
1 C -0.9407 0.2962 -2.4611
2 H -0.7093 -1.9512 1.6648
3 H -1.3417 -0.2757 3.7802
4 C 2.0327 0.0311 -1.2598
5 C -0.7432 -1.1511 -0.3623
6 C -0.6549 0.4229 3.2567
7 C -0.7535 0.2153 1.7505
8 H 0.9922 1.6944 -0.4729
9 H -1.8197 2.0190 1.5642
10 H -0.2669 -0.3534 -3.0209
11 H -0.8494 1.3154 -2.8470
12 H -0.2020 -1.9504 -0.8322
13 N 2.1248 -2.3477 -2.3060
14 C 0.8547 0.7222 -0.9025
15 H -1.8152 -1.3900 -0.4641
16 H -1.9727 -0.0466 -2.6130
17 C 3.2674 0.6528 -0.9969
18 C -0.3670 -1.0813 1.1117
19 C 2.0499 -1.2589 -1.8849
20 C -0.5424 0.2295 -0.9930
21 N 4.2701 1.1826 -0.7281
22 H -0.9424 1.4610 3.4895
23 H 0.7234 -1.1428 1.1857
24 C -1.3663 1.2025 1.0232
25 H 0.3637 0.3029 3.6379
26 O -1.3917 1.2013 -0.3198

Electronic energy readings, ordered: -3044.77455, -656.04211, -480.62917, -611.03869 a.u.